Density functional theory data (ωB97M-V/def2-TZVPD) for 2 unconnected molecules or ions with the total composition C17H28N3O8P at a distorted geometry.

XYZ file:
```
57
Properties=species:S:1:pos:R:3:forces:R:3
C 1.0690 -2.8713 -5.2135 -0.26 0.22 -0.52
N 1.3799 -1.4493 -5.2984 0.95 0.56 1.57
O 1.0153 -0.7630 -6.4915 0.04 -0.79 0.50
C 1.9922 -0.7440 -4.2625 -0.78 0.84 -1.63
O 2.2161 0.4491 -4.4477 0.05 -0.11 0.15
C 2.3496 -1.4022 -2.9258 -0.46 -0.33 -0.71
C 2.3408 -0.4377 -1.7246 -0.06 0.09 -0.18
C 0.9074 0.0974 -1.4967 -0.05 -0.42 0.26
P 0.8261 1.4408 -0.3248 1.97 1.48 -1.40
O 1.8119 2.4840 -0.6098 0.87 0.22 -0.59
O 1.0859 0.9250 1.1423 -0.36 -0.53 0.27
O -0.5904 2.1114 -0.3718 -0.85 -0.63 0.19
C 2.9465 -1.1952 -0.5499 0.08 -0.27 0.55
C 2.1900 -1.8265 0.4594 0.53 -0.03 -0.14
C 2.8180 -2.5469 1.4811 0.31 0.08 -0.29
C 4.2079 -2.6770 1.4973 -0.18 0.14 -0.14
C 4.9709 -2.0747 0.4960 -0.39 0.13 -0.07
C 4.3446 -1.3334 -0.5101 -0.15 -0.24 0.40
H 0.2582 -3.0461 -4.4995 0.04 -0.04 -0.11
H 1.9496 -3.4456 -4.9091 -0.09 0.16 -0.07
H 0.7475 -3.2429 -6.1922 0.12 0.26 0.19
H 1.3165 0.1685 -6.4381 0.22 -0.60 0.84
H 1.6517 -2.2155 -2.7164 0.10 -0.14 0.02
H 3.3441 -1.8416 -3.0421 -0.05 -0.03 0.06
H 2.9930 0.4171 -1.9515 -0.24 -0.17 -0.02
H 0.2283 -0.6908 -1.1757 -0.11 -0.24 -0.09
H 0.5104 0.5084 -2.4258 0.07 0.04 -0.06
H 2.0563 0.8858 1.1431 0.10 -0.16 0.71
H -0.4327 2.8394 -0.9930 -0.57 0.36 0.13
H 1.1068 -1.7823 0.4796 0.07 0.13 -0.10
H 2.2231 -3.0187 2.2588 0.05 0.11 -0.14
H 4.6937 -3.2437 2.2869 -0.08 0.09 -0.12
H 6.0526 -2.1757 0.5032 -0.15 0.04 -0.02
H 4.9581 -0.8689 -1.2777 -0.12 0.03 0.04
C -2.8619 3.2873 4.8999 -0.04 -0.56 -0.04
N -2.7781 2.4497 3.7052 0.33 0.72 -0.61
C -3.1250 1.1552 3.6641 -0.68 -0.49 0.86
O -3.5872 0.5705 4.6394 0.32 0.07 -0.45
C -3.0075 0.4113 2.3221 0.11 0.46 -0.72
C -1.8454 -0.5925 2.3569 0.25 0.31 0.35
O -0.6600 -0.0460 2.9007 -0.05 0.11 -0.01
N -2.8996 1.3014 1.1497 0.94 -1.23 1.48
C -3.8984 1.9354 0.5347 -1.18 0.91 -0.88
C -5.3277 1.7255 0.9961 0.33 -0.04 0.03
O -3.6724 2.6859 -0.4014 0.16 0.20 -0.25
H -2.1766 2.9084 5.6608 -0.09 0.08 0.04
H -2.5978 4.3177 4.6583 -0.02 -0.20 -0.13
H -3.8771 3.2590 5.3010 0.10 0.00 0.01
H -2.4134 2.8591 2.8586 -0.05 -0.05 0.11
H -3.9156 -0.1809 2.2211 -0.13 0.08 0.09
H -2.1439 -1.4320 2.9871 0.06 0.10 0.04
H -1.6515 -0.9736 1.3533 -0.22 -0.07 -0.23
H -0.1057 0.3779 2.2181 -0.39 -0.40 0.51
H -1.9798 1.5057 0.7766 -0.28 0.05 0.01
H -5.4256 2.0186 2.0398 -0.12 -0.16 0.14
H -5.9864 2.3426 0.3863 0.20 -0.06 0.03
H -5.6022 0.6798 0.8720 -0.13 -0.09 0.17
```
Forces are in eV/Å.

Values from the calculation:
Net charge: 0
Calculated total energy, eV: -48224.3805
Kohn-Sham gap, eV: 9.5
F_max, hartree/bohr: 0.0551
Energy above the lowest of the compared OMol25 structures with the same formula, charge and spin, kJ/mol: 205.37
SMILES: CN(O)C(=O)C[C@@H](CP(=O)(O)O)c1ccccc1.CNC(=O)[C@H](CO)NC(C)=O
Spin multiplicity: 1

Density functional theory data (ωB97M-V/def2-TZVPD) for a single C4H10N2O molecule at a distorted geometry.

XYZ file:
```
17
Properties=species:S:1:pos:R:3:forces:R:3
C 2.6689 -0.4209 -0.6342 0.22 0.23 0.27
N 1.2639 -0.0226 -0.7795 -0.08 2.92 1.26
C 0.3692 -0.3834 0.2124 -0.68 -1.88 0.42
O 0.6618 -1.0530 1.1792 -0.44 -0.26 0.01
N -0.9396 0.0691 -0.1097 -0.09 -0.33 0.25
C -1.8860 -0.9154 0.3540 -0.39 -0.21 0.19
C -1.3909 1.4463 0.0596 0.13 0.01 -0.02
H 3.0212 -0.0647 0.3312 0.52 -0.13 0.00
H 2.8791 -1.4983 -0.6914 -0.69 0.24 0.05
H 3.2126 0.0479 -1.4612 -0.03 0.02 0.34
H 1.1173 0.8912 -0.1140 1.63 -0.17 -2.96
H -2.1352 -0.7939 1.4141 -0.12 -0.09 0.01
H -1.4317 -1.8988 0.2175 -0.32 0.05 0.07
H -2.7886 -0.8463 -0.2574 -0.02 -0.01 0.13
H -0.7796 2.1606 -0.5028 0.02 -0.22 0.07
H -2.4131 1.5213 -0.3348 0.29 -0.07 0.04
H -1.4293 1.7610 1.1169 0.06 -0.10 -0.13
```
Forces are in eV/Å.

Values from the calculation:
Net charge: 0
Calculated total energy, eV: -9336.0911
Kohn-Sham gap, eV: 9.7
F_max, hartree/bohr: 0.0657
Energy above the lowest of the compared OMol25 structures with the same formula, charge and spin, kJ/mol: 279.46
SMILES: CNC(=O)N(C)C
Spin multiplicity: 1

Density functional theory data (ωB97M-V/def2-TZVPD) for a single C2H3F2N molecule at a distorted geometry.

XYZ file:
```
8
Properties=species:S:1:pos:R:3:forces:R:3
F 2.5207 -0.1448 0.0200 1.23 -0.12 0.01
C 1.2353 -0.3397 0.0467 -2.19 3.22 -0.05
N 0.4708 0.6825 0.0130 -0.32 -1.39 0.03
C -0.9678 0.4009 0.0085 2.53 -1.15 -5.01
F -1.1889 -0.9625 0.0316 -0.69 -0.17 0.32
H 0.9084 -1.3333 0.1113 -0.02 -1.44 0.02
H -1.4895 0.8863 0.6922 -1.79 1.72 4.13
H -1.4889 0.8106 -0.9233 1.25 -0.69 0.54
```
Forces are in eV/Å.

Values from the calculation:
Net charge: 0
Calculated total energy, eV: -9046.5859
Kohn-Sham gap, eV: 12.1
F_max, hartree/bohr: 0.1114
Energy above the lowest of the compared OMol25 structures with the same formula, charge and spin, kJ/mol: 5.07
SMILES: F/C=N/CF
Spin multiplicity: 1

Density functional theory data (ωB97M-V/def2-TZVPD) for a molecular structure, C30H54FFeO30 at a distorted geometry.

XYZ file:
```
116
Properties=species:S:1:pos:R:3:forces:R:3
Fe -1.0597 0.4199 -0.5854 0.16 -0.35 -0.06
C 1.5911 -1.8465 1.4189 0.80 0.99 0.78
C 0.5972 -0.9586 0.6829 2.94 0.41 2.26
O 0.5503 0.2885 0.7836 0.52 1.83 0.71
O -0.2013 -1.4549 -0.0533 -3.73 -3.03 -3.42
H 1.1378 -2.6521 1.9965 -0.33 0.10 -0.21
H 2.1601 -1.2227 2.1082 -0.22 0.10 0.28
H 2.3891 -2.2833 0.8185 -0.48 -0.10 -0.64
C 0.0432 3.3728 -3.1982 -1.78 -0.74 0.20
C -0.4367 2.1755 -2.3448 0.66 -0.63 -0.24
O -1.5828 1.9233 -1.9165 -3.84 2.47 -0.14
O 0.3089 1.2664 -1.9608 4.24 -1.17 0.16
H -0.5634 4.2066 -2.8448 0.73 0.45 0.40
H -0.3560 3.3112 -4.2106 0.03 -0.63 -0.17
H 1.1214 3.5054 -3.2881 -0.27 -0.01 0.62
C -4.3349 1.0275 1.6980 0.34 -1.70 -1.11
C -3.1468 0.6847 0.8127 -3.13 -0.73 1.35
O -2.1822 1.3587 0.8757 6.50 7.25 2.00
O -2.9409 -0.2361 0.0455 -2.43 -5.34 -3.24
H -4.9841 0.1575 1.5997 -0.50 0.30 0.26
H -4.8033 1.9343 1.3154 0.02 -0.04 0.36
H -3.9529 1.0838 2.7173 -0.20 0.39 -0.11
C -4.7261 3.5902 -1.9156 0.25 3.22 0.34
C -6.0000 4.2305 -2.4847 1.07 0.11 0.52
O -6.8157 3.1161 -2.5112 -2.52 0.53 0.66
C -6.0967 2.0221 -2.6155 0.70 -2.61 -2.98
O -6.4762 0.9551 -3.0513 0.40 1.61 1.56
O -4.7847 2.3451 -2.4873 0.18 -1.67 0.74
F -5.8010 4.5984 -3.7719 0.21 0.41 -0.77
H -4.7416 3.6683 -0.8285 -0.24 -0.80 0.27
H -3.8365 4.1654 -2.1721 0.05 -0.42 -0.56
H -6.4508 5.0866 -1.9828 -0.07 -0.39 0.28
C -5.5434 -2.2740 -0.9392 -0.44 1.15 0.71
O -4.4059 -3.0864 -0.6913 -0.84 1.29 -0.62
C -4.5631 -4.2353 -0.0802 -1.72 -0.33 1.98
O -5.4990 -4.5840 0.6630 2.16 0.88 -2.18
O -3.5286 -4.9675 -0.3672 1.41 -2.76 1.03
C -2.1952 -4.5220 -0.7032 -0.56 0.17 -0.50
H -5.7176 -1.5347 -0.1574 0.66 0.16 0.31
H -6.5089 -2.7782 -0.8989 0.35 -0.67 -0.76
H -5.3017 -1.7054 -1.8372 -0.43 -0.34 -0.10
H -1.5192 -5.3762 -0.7408 -0.60 -0.35 0.19
H -1.7806 -3.8515 0.0496 -0.34 0.33 -0.25
H -2.2613 -4.1327 -1.7191 0.34 0.55 0.19
C 0.1116 -6.2111 4.7730 -0.87 0.75 0.21
O -0.9895 -5.2647 4.8057 -0.57 -0.18 0.50
C -1.4818 -4.7746 3.6853 1.12 1.40 -2.39
O -1.0782 -4.9913 2.5465 -0.21 -0.40 1.04
O -2.3640 -3.8179 3.9416 -0.23 0.14 2.01
C -2.7261 -2.8253 2.9623 -0.38 -1.93 -0.41
H -0.2906 -7.1670 5.1083 0.15 -0.12 -0.49
H 0.7621 -5.8456 5.5676 0.31 -0.07 -0.37
H 0.5304 -6.1778 3.7672 0.21 -0.40 0.27
H -1.8140 -2.4140 2.5297 -0.35 0.28 -0.11
H -3.4362 -2.1379 3.4220 0.63 0.13 0.30
H -3.3279 -3.4092 2.2659 0.23 0.49 -0.74
C -3.6871 -0.1913 -3.9090 -2.76 1.11 1.66
O -2.7334 -1.1440 -4.2285 0.98 -0.12 -0.63
C -1.6636 -1.2542 -3.4899 1.79 -0.62 1.54
O -1.5368 -0.8850 -2.3064 0.01 -0.79 -2.91
O -0.7367 -1.9556 -4.2394 -2.92 1.99 0.19
C 0.4860 -2.3271 -3.7157 0.89 -1.36 0.68
H -4.6689 -0.5673 -4.1966 0.27 0.01 -0.64
H -3.5659 0.8393 -4.2426 0.69 -0.35 -0.83
H -3.8703 -0.0159 -2.8489 0.77 -0.54 0.40
H 1.2320 -1.5334 -3.6764 -0.30 0.17 0.35
H 0.8541 -3.0951 -4.3960 0.08 0.11 -0.12
H 0.2958 -2.8514 -2.7792 0.51 0.44 0.42
C -0.4415 4.6218 2.1032 -0.38 0.61 1.22
O 0.7448 3.8187 2.1162 -0.21 0.12 -0.65
C 1.2192 3.2132 3.2143 -2.18 1.29 2.54
O 0.7807 3.4493 4.3803 2.10 -1.41 -3.83
O 2.1568 2.3761 2.7461 0.85 0.04 1.62
C 2.9411 1.5595 3.6825 -0.86 -0.63 -0.53
H -0.3465 5.5547 2.6589 0.67 0.02 0.19
H -1.2934 4.1552 2.5979 0.15 -0.60 -0.25
H -0.7139 4.9478 1.0994 0.50 -0.71 -0.18
H 3.6753 2.0406 4.3286 -0.47 0.72 -0.16
H 3.4997 0.8570 3.0639 -0.09 0.25 -0.31
H 2.2505 0.9458 4.2608 0.00 0.27 0.25
C 3.5336 4.0701 -0.1165 0.66 -0.25 0.10
O 2.5280 5.0914 -0.1824 0.01 1.28 0.19
C 2.7897 6.3588 0.2591 0.58 -0.53 1.13
O 3.8435 6.7547 0.7521 -2.25 -0.51 -1.39
O 1.5922 7.0429 0.1822 0.98 -1.91 -0.61
C 1.5955 8.4453 0.1914 0.06 0.54 0.26
H 4.2893 4.1767 -0.8947 -0.05 0.41 -0.08
H 3.0714 3.0974 -0.2849 -0.47 0.32 0.10
H 4.0614 4.0134 0.8355 -0.25 0.35 0.09
H 2.1137 8.7674 1.0947 0.15 0.50 -0.33
H 0.5602 8.7859 0.2054 -0.06 -0.32 0.33
H 1.9794 8.8412 -0.7488 0.58 0.05 0.21
C 1.0994 -4.8767 -0.4090 0.95 0.05 -0.14
O 2.5403 -4.6696 -0.4749 -2.56 -0.99 1.60
C 3.3540 -5.6757 -0.8600 -2.59 0.49 0.19
O 3.1892 -6.8478 -0.9958 -0.54 -0.60 0.22
O 4.3516 -4.9621 -1.1453 5.16 1.08 -2.36
C 5.4482 -5.5155 -1.8952 0.79 0.82 0.24
H 0.7686 -5.8528 -0.0540 0.45 -0.19 -0.20
H 0.8419 -4.6995 -1.4532 -0.96 0.00 0.29
H 0.7222 -4.1480 0.3085 -0.07 0.12 -0.50
H 5.9058 -4.6791 -2.4234 -0.04 0.32 0.38
H 5.2288 -6.1874 -2.7250 -0.62 -0.55 0.73
H 6.1683 -5.8630 -1.1544 0.03 -0.54 -0.44
C 7.6571 2.9265 1.4774 0.96 -1.06 -0.52
O 6.4012 2.4469 0.9695 0.30 0.21 0.10
C 6.2662 1.1187 0.8220 0.89 0.54 0.60
O 7.0496 0.2839 1.1851 0.08 -0.11 -0.02
O 5.1223 0.9219 0.2222 -1.10 2.07 -0.32
C 4.6758 -0.3508 -0.0022 -0.57 -2.31 -0.34
H 8.4954 2.5580 0.8862 -0.20 0.17 -0.91
H 7.9774 2.4268 2.3916 -0.89 0.62 0.72
H 7.6604 4.0153 1.4265 -0.30 -0.30 0.47
H 4.3611 -0.8489 0.9148 0.68 -0.17 0.28
H 5.4377 -0.8948 -0.5604 -0.10 -0.42 0.28
H 3.7461 -0.3857 -0.5702 0.17 0.82 -0.36
```
Forces are in eV/Å.

Values from the calculation:
Net charge: 0
Calculated total energy, eV: -130512.9962
Kohn-Sham gap (spin up / spin down), eV: 10.2 / 9.0
F_max, hartree/bohr: 0.1934
Energy above the lowest of the compared OMol25 structures with the same formula, charge and spin, kJ/mol: 550.83
Spin multiplicity: 6